C4H9N5 | wB97M-V/def2-TZVPD

Results
**Energy above the lowest of the compared OMol25 structures with the same formula, charge and spin**: 582.4 kJ/mol
**HOMO**: -0.287 hartree
**E_tot**: -11738.596 eV

```
! RIJCOSX wB97M-V def2-TZVPD def2/J DEFGRID3
* xyz 0 1
C 3.008 0.689 0.832
C 1.743 -0.064 0.542
N 1.284 -0.877 1.387
C 1.159 0.233 -0.734
C 0.657 0.448 -1.803
H 0.414 -1.347 1.128
H 2.799 1.756 0.872
H 3.410 0.361 1.784
H 3.738 0.518 0.043
H 0.227 0.652 -2.740
N -2.836 1.129 0.093
N -1.222 -1.903 0.051
N -1.939 -0.881 -0.227
N -2.166 0.053 0.591
H -3.421 0.946 -0.729
H -3.331 1.604 0.833
H -1.164 -2.547 -0.732
H -2.362 -0.769 -1.189
*
```

---

C11H26N4O2P2Pd | wB97M-V/def2-TZVPD

Results
**Energy above the lowest of the compared OMol25 structures with the same formula, charge and spin**: 0.0 kJ/mol
**Expectation value of S²**: 3.800
**HOMO (spin up / spin down)**: -0.345 / -0.410 hartree
**E_tot**: -43932.074 eV

```
! RIJCOSX wB97M-V def2-TZVPD def2/J DEFGRID3
* xyz 1 4
Pd 0.241 -0.041 0.066
P 0.904 2.153 0.010
P 1.886 -1.579 0.434
N -1.495 0.803 -0.853
N -0.779 -1.676 -0.720
H -3.230 0.233 -1.925
H -2.821 -2.237 -0.807
H -3.258 -0.075 -0.150
C -2.636 -0.096 -1.058
H -2.096 -1.727 -2.362
C -2.125 -1.512 -1.272
H -1.979 2.134 -2.406
H -0.794 -3.746 -1.022
C -1.255 1.817 -1.633
C -0.214 -2.878 -0.655
H -0.834 3.677 -0.613
C -0.287 2.899 -1.175
H 0.235 3.387 -2.005
H 3.061 -1.425 -0.338
H 2.285 -1.844 1.767
H 2.188 2.595 -0.386
H 0.630 2.854 1.219
O 1.423 0.467 -1.754
C 0.738 0.418 -2.975
C 1.165 1.496 -3.962
C 1.051 -0.972 -3.528
H -0.401 0.734 -2.717
H 0.699 2.452 -3.697
H 2.248 1.606 -3.969
H 0.826 1.222 -4.971
H 0.708 -1.772 -2.866
H 0.667 -1.145 -4.539
H 2.145 -1.050 -3.565
C 1.073 -3.039 -0.151
H 1.518 -4.028 -0.122
C -2.821 -0.732 4.085
N -1.455 -0.274 4.186
C -0.657 -0.058 3.115
N 0.605 0.376 3.381
O -1.090 -0.260 1.943
H -3.077 -0.855 3.025
H -3.501 -0.004 4.541
H -2.941 -1.690 4.603
H -1.059 -0.113 5.107
H 1.239 0.576 2.619
H 0.885 0.522 4.339
*
```

---

C6H6N | wB97M-V/def2-TZVPD

Results
**Energy above the lowest of the compared OMol25 structures with the same formula, charge and spin**: 189.7 kJ/mol
**SMILES**: C=C1C#[N+]C=CC1
**HOMO**: -0.526 hartree
**E_tot**: -7797.776 eV

```
! RIJCOSX wB97M-V def2-TZVPD def2/J DEFGRID3
* xyz 1 1
C 2.119 1.108 0.152
C 0.867 0.676 -0.061
C -0.309 1.374 -0.146
N -1.421 1.105 0.053
C -2.126 -0.087 0.040
C -1.168 -1.076 0.138
C 0.283 -0.845 -0.169
H 2.867 0.453 0.340
H 2.418 2.081 0.005
H -3.151 -0.123 0.159
H -1.502 -2.110 0.265
H 0.748 -1.610 0.477
H 0.378 -0.947 -1.253
*
```

---

C22H22N4O2PtS3Sb | wB97M-V/def2-TZVPD

Results
**Energy above the lowest of the compared OMol25 structures with the same formula, charge and spin**: 14.1 kJ/mol
**HOMO**: -0.371 hartree
**E_tot**: -75511.245 eV

```
! RIJCOSX wB97M-V def2-TZVPD def2/J DEFGRID3
* xyz 1 1
Pt -1.233 0.733 -0.315
N 0.710 -3.509 -0.840
C 2.071 -3.701 -0.505
C 2.549 -4.984 -0.302
C 3.883 -5.189 0.029
C 4.733 -4.109 0.177
C 4.249 -2.819 -0.008
C 2.927 -2.616 -0.361
S 2.332 -0.968 -0.646
N 0.670 -1.167 -0.660
C 0.083 -2.289 -0.769
C -1.412 -2.291 -0.808
C -2.135 -3.443 -1.101
C -3.516 -3.432 -1.071
C -4.168 -2.258 -0.739
C -3.404 -1.141 -0.479
N -2.061 -1.146 -0.522
H 0.151 -4.342 -0.827
H 1.878 -5.828 -0.412
H 4.247 -6.197 0.173
H 5.772 -4.260 0.438
H 4.906 -1.967 0.113
H -1.634 -4.358 -1.377
H -4.072 -4.330 -1.303
H -5.245 -2.195 -0.695
H -3.862 -0.192 -0.238
C -2.812 0.874 3.348
Sb -1.077 0.427 2.211
C 0.482 1.317 3.327
C -0.774 -1.621 2.698
H -2.631 0.639 4.396
H -3.642 0.271 2.984
H -3.061 1.928 3.244
H 0.421 0.926 4.342
H 0.387 2.399 3.324
H 1.434 1.042 2.878
H -0.717 -1.730 3.780
H 0.160 -1.959 2.252
H -1.598 -2.227 2.323
O 1.221 3.515 1.066
S 0.025 3.910 0.388
O -1.054 4.460 1.143
N -0.539 2.609 -0.509
C -0.483 2.798 -1.805
S -1.064 1.456 -2.671
C 0.053 4.101 -2.201
C 0.240 4.619 -3.469
C 0.760 5.903 -3.576
C 1.076 6.645 -2.443
C 0.886 6.126 -1.165
C 0.377 4.851 -1.076
H -0.013 4.039 -4.346
H 0.919 6.335 -4.555
H 1.476 7.643 -2.556
H 1.130 6.701 -0.282
*
```

---

C2H10N2 | wB97M-V/def2-TZVPD

Results
**Energy above the lowest of the compared OMol25 structures with the same formula, charge and spin**: 62.2 kJ/mol
**SMILES**: CNC.N
**HOMO**: -0.325 hartree
**E_tot**: -5215.707 eV

```
! RIJCOSX wB97M-V def2-TZVPD def2/J DEFGRID3
* xyz 0 1
C 0.202 0.526 -0.039
N 1.270 -0.411 0.401
C 1.683 -0.181 1.762
H 0.148 1.464 0.525
H -0.756 0.027 0.083
H 0.379 0.799 -1.084
H 2.079 -0.312 -0.196
H 2.645 -0.640 2.011
H 1.858 0.848 2.084
H 1.080 -0.782 2.486
N -2.596 -0.094 -1.892
H -3.230 -0.020 -2.679
H -3.044 -0.738 -1.252
H -1.719 -0.486 -2.211
*
```

---

C3H4O | wB97M-V/def2-TZVPD

Results
**Energy above the lowest of the compared OMol25 structures with the same formula, charge and spin**: 569.0 kJ/mol
**HOMO**: -0.298 hartree
**E_tot**: -5216.240 eV

```
! RIJCOSX wB97M-V def2-TZVPD def2/J DEFGRID3
* xyz 0 1
C -0.732 -0.910 -0.468
C 2.158 0.320 -0.333
C 1.084 -0.177 0.046
O 3.063 0.603 -0.888
H 0.041 0.486 -0.241
H -0.989 -0.853 -1.557
H 0.695 -0.639 0.882
H -0.534 -1.882 -0.051
*
```

---

C3H4HgLiO4 | wB97M-V/def2-TZVPD

Results
**Energy above the lowest of the compared OMol25 structures with the same formula, charge and spin**: 361.9 kJ/mol
**HOMO**: -0.505 hartree
**E_tot**: -15733.793 eV

```
! RIJCOSX wB97M-V def2-TZVPD def2/J DEFGRID3
* xyz 1 1
O -1.805 1.101 0.540
O 0.046 -0.814 1.089
C 0.682 -1.344 -0.077
C 0.746 -0.211 -1.120
O -0.433 0.574 -1.078
C -0.582 1.111 0.204
H 1.686 -1.696 0.164
H 0.123 -2.190 -0.477
H 0.879 -0.643 -2.112
H 1.619 0.418 -0.936
O -0.110 2.400 0.405
Li -1.733 -0.838 1.311
Hg -1.117 2.131 2.087
*
```

---

C36H50N5O5PS3SiSr | wB97M-V/def2-TZVPD

Results
**Energy above the lowest of the compared OMol25 structures with the same formula, charge and spin**: 43.6 kJ/mol
**HOMO**: -0.094 hartree
**E_tot**: -106349.823 eV

```
! RIJCOSX wB97M-V def2-TZVPD def2/J DEFGRID3
* xyz -2 1
Sr 0.208 -1.558 0.292
N -0.937 -0.831 2.693
C -1.210 -2.117 3.349
C -1.841 -3.080 2.336
O -3.074 -3.280 2.393
N -0.977 -3.571 1.445
C -1.558 -4.458 0.434
C -0.771 -4.370 -0.887
O -0.354 -5.411 -1.406
O -0.607 -3.182 -1.353
H -0.297 -0.271 3.247
H -1.792 -0.319 2.525
H -1.881 -2.035 4.207
H -0.250 -2.512 3.686
H -2.599 -4.191 0.229
H -1.559 -5.501 0.765
C 0.333 0.985 -0.717
Si -1.091 1.463 -1.690
C -2.662 1.195 -0.652
N -2.858 -0.172 -0.161
C -3.811 -0.230 0.959
C -5.276 -0.195 0.516
C -5.580 -1.402 -0.401
C -4.282 -2.098 -0.814
C -3.262 -1.065 -1.270
C -1.239 0.485 -3.309
C -2.212 0.779 -4.269
C -2.392 -0.019 -5.390
C -1.595 -1.144 -5.573
C -0.621 -1.456 -4.638
C -0.447 -0.642 -3.526
C -1.263 3.296 -2.231
C -1.721 4.266 -1.334
C -1.767 5.613 -1.667
C -1.345 6.032 -2.921
C -0.879 5.093 -3.829
C -0.843 3.748 -3.485
H 0.310 1.437 0.283
H 1.310 1.159 -1.175
H -3.556 1.565 -1.192
H -2.538 1.847 0.221
H -3.598 0.615 1.619
H -3.643 -1.146 1.536
H -5.480 0.744 -0.006
H -5.915 -0.205 1.403
H -6.100 -1.059 -1.301
H -6.242 -2.111 0.100
H -4.463 -2.801 -1.631
H -3.886 -2.673 0.023
H -3.719 -0.464 -2.076
H -2.386 -1.560 -1.694
H -2.850 1.648 -4.132
H -3.161 0.226 -6.114
H -1.746 -1.781 -6.437
H -0.016 -2.347 -4.748
H 0.298 -0.914 -2.790
H -2.041 3.965 -0.343
H -2.127 6.339 -0.946
H -1.375 7.083 -3.186
H -0.543 5.409 -4.811
H -0.479 3.028 -4.211
N 1.961 -4.185 1.436
C 2.743 -3.752 0.432
N 2.611 -2.636 -0.219
C 3.541 -2.534 -1.233
C 3.618 -1.484 -2.143
C 4.611 -1.503 -3.107
C 5.530 -2.551 -3.173
C 5.460 -3.606 -2.276
C 4.459 -3.591 -1.318
S 4.079 -4.778 -0.104
H 0.958 -3.899 1.512
H 2.139 -5.112 1.773
H 2.897 -0.676 -2.085
H 4.671 -0.691 -3.820
H 6.303 -2.544 -3.931
H 6.165 -4.426 -2.328
C 1.773 2.405 6.669
C 2.060 2.676 5.202
C 1.127 3.732 4.634
O 1.852 1.475 4.453
P 3.125 0.556 3.970
S 4.477 0.418 5.387
S 2.276 -1.054 3.208
O 3.806 1.475 2.815
C 3.232 1.594 1.501
C 4.041 0.735 0.547
C 3.238 3.058 1.108
H 1.910 3.314 7.261
H 2.447 1.633 7.036
H 0.742 2.061 6.783
H 3.100 2.994 5.089
H 0.092 3.392 4.713
H 1.345 3.920 3.584
H 1.230 4.669 5.188
H 2.207 1.227 1.531
H 5.090 1.041 0.569
H 3.666 0.845 -0.471
H 3.972 -0.315 0.837
H 4.261 3.443 1.090
H 2.658 3.650 1.815
H 2.788 3.173 0.120
*
```

---

C44H66O22 | wB97M-V/def2-TZVPD

Results
**Energy above the lowest of the compared OMol25 structures with the same formula, charge and spin**: 5388.2 kJ/mol
**HOMO**: -0.273 hartree
**E_tot**: -91690.246 eV

```
! RIJCOSX wB97M-V def2-TZVPD def2/J DEFGRID3
* xyz 0 1
O -1.682 -1.499 1.896
C -1.870 -1.664 0.687
O -1.195 -2.442 -0.122
C -1.883 -2.470 -1.371
C -3.250 -1.911 -1.199
C -3.081 -0.976 -0.079
H -2.028 -3.525 -1.600
H -1.348 -1.828 -2.071
H -4.061 -2.416 -0.674
H -3.557 -1.339 -2.074
H -3.950 -0.837 0.564
H -2.780 -0.051 -0.571
O -2.168 -0.999 -5.712
C -1.001 -1.357 -5.511
O 0.028 -1.496 -6.438
C 1.216 -2.039 -5.843
C 1.120 -1.523 -4.456
C -0.437 -1.533 -4.116
H 2.213 -1.780 -6.201
H 1.197 -3.123 -5.953
H 1.482 -0.523 -4.692
H 1.759 -1.946 -3.682
H -0.738 -0.860 -3.313
H -0.567 -2.593 -3.894
O 3.186 2.583 -4.944
C 3.117 1.717 -4.035
O 2.357 0.576 -4.201
C 2.328 -0.241 -3.097
C 3.187 0.465 -2.064
C 3.679 1.786 -2.624
H 2.737 -1.222 -3.342
H 1.326 -0.404 -2.701
H 4.043 -0.149 -1.788
H 2.766 0.539 -1.062
H 4.760 1.898 -2.708
H 3.297 2.686 -2.143
O 3.642 0.026 0.959
C 3.533 -0.484 2.006
O 4.352 -1.465 2.461
C 3.802 -2.310 3.477
C 2.393 -1.759 3.813
C 2.429 -0.410 3.056
H 4.418 -2.312 4.376
H 3.792 -3.344 3.132
H 2.320 -1.514 4.872
H 1.543 -2.346 3.463
H 2.619 0.442 3.708
H 1.576 -0.276 2.391
O 1.362 2.623 -0.863
C 0.660 3.446 -0.231
O 1.177 4.260 0.593
C 0.211 5.106 1.214
C -0.978 4.987 0.269
C -0.807 3.728 -0.438
H 0.401 6.168 1.366
H -0.047 4.689 2.187
H -0.951 5.839 -0.411
H -1.845 4.934 0.929
H -0.965 3.680 -1.516
H -1.399 2.884 -0.083
O 0.209 -0.291 -2.906
C 0.102 -0.048 -1.715
O -0.792 0.872 -1.250
C -0.801 0.938 0.212
C 0.575 0.505 0.598
C 0.803 -0.550 -0.484
H -1.509 0.258 0.685
H -0.928 1.927 0.652
H 0.573 0.236 1.654
H 1.321 1.294 0.505
H 0.309 -1.482 -0.207
H 1.877 -0.693 -0.602
O -0.628 2.132 -7.256
C -0.372 2.051 -6.019
O -1.392 2.257 -5.210
C -0.821 2.130 -3.840
C 0.674 2.608 -4.103
C 0.963 1.809 -5.335
H -0.596 1.139 -3.446
H -1.388 2.584 -3.028
H 1.387 2.229 -3.371
H 0.771 3.691 -4.171
H 1.030 0.730 -5.195
H 1.755 2.238 -5.948
O 0.930 0.939 3.486
C -0.256 0.742 3.671
O -0.935 0.860 4.912
C -2.296 0.551 4.859
C -2.428 -0.196 3.498
C -1.250 0.256 2.614
H -2.871 1.474 4.935
H -2.512 -0.142 5.672
H -3.393 0.040 3.050
H -2.565 -1.276 3.567
H -1.586 1.068 1.968
H -0.873 -0.647 2.133
O 2.789 -1.717 -0.900
C 2.146 -2.577 -0.389
O 2.682 -3.500 0.334
C 1.757 -4.551 0.709
C 0.608 -4.300 -0.158
C 0.693 -2.871 -0.633
H 1.739 -4.504 1.797
H 2.048 -5.588 0.543
H -0.357 -4.729 0.111
H 0.842 -4.934 -1.013
H -0.144 -2.426 -0.095
H 0.409 -2.906 -1.685
O 0.853 -1.502 1.398
C 0.103 -2.149 2.156
O -0.445 -3.418 1.810
C -1.079 -4.083 2.875
C -1.097 -3.004 3.976
C -0.021 -1.897 3.644
H -0.555 -4.970 3.232
H -2.099 -4.393 2.651
H -0.982 -3.440 4.968
H -2.085 -2.569 4.122
H 0.846 -2.171 4.246
H -0.544 -0.957 3.817
O -1.809 2.556 0.909
C -2.179 3.020 1.947
O -2.123 4.275 2.200
C -2.909 4.648 3.330
C -3.482 3.375 3.958
C -2.839 2.312 3.174
H -3.741 5.303 3.071
H -2.362 5.157 4.124
H -4.563 3.335 4.085
H -3.140 3.187 4.976
H -3.558 1.582 2.803
H -1.930 2.072 3.726
*
```

---

C4H9N2O2 | wB97M-V/def2-TZVPD

Results
**Energy above the lowest of the compared OMol25 structures with the same formula, charge and spin**: 433.2 kJ/mol
**SMILES**: C=NC/[N+](O)=C(/C)O
**HOMO**: -0.516 hartree
**E_tot**: -11358.478 eV

```
! RIJCOSX wB97M-V def2-TZVPD def2/J DEFGRID3
* xyz 1 1
C -2.688 -0.711 1.049
N -2.499 -0.366 -0.135
C -1.256 -0.132 -0.754
N 0.231 -0.321 -0.194
O 0.505 -1.493 0.406
C 1.090 0.641 -0.357
C 2.357 0.624 0.338
O 0.853 1.634 -1.157
H -1.971 -0.898 1.953
H -3.836 -0.804 1.435
H -1.320 -0.834 -1.582
H -1.367 0.886 -1.150
H 0.148 -2.196 -0.222
H 2.272 0.906 1.504
H 3.067 1.362 -0.020
H 2.727 -0.471 0.182
H 1.686 2.174 -1.296
*
```

---

C6H17N3 | wB97M-V/def2-TZVPD

Results
**Energy above the lowest of the compared OMol25 structures with the same formula, charge and spin**: 17.6 kJ/mol
**SMILES**: C/C(N)=C/N.CC(C)N
**HOMO**: -0.265 hartree
**E_tot**: -10968.024 eV

```
! RIJCOSX wB97M-V def2-TZVPD def2/J DEFGRID3
* xyz 0 1
C 1.793 1.003 -2.271
C 1.642 0.855 -0.786
N 1.003 1.924 -0.123
C 2.150 -0.190 -0.124
N 1.999 -0.403 1.266
H 2.371 0.183 -2.686
H 0.813 1.019 -2.753
H 2.299 1.940 -2.508
H 0.571 2.565 -0.774
H 0.324 1.628 0.569
H 2.642 -0.989 -0.655
H 2.774 -0.919 1.659
H 1.883 0.476 1.754
C -1.646 -1.928 1.101
C -1.291 -0.549 0.536
C -2.101 -0.241 -0.719
N -1.483 0.539 1.496
H -1.028 -2.148 1.969
H -1.471 -2.697 0.353
H -2.695 -1.968 1.399
H -0.229 -0.559 0.286
H -1.889 -0.967 -1.490
H -3.168 -0.255 -0.503
H -1.841 0.747 -1.091
H -0.960 0.337 2.343
H -2.464 0.599 1.752
*
```

---

C5H8ClN2 | wB97M-V/def2-TZVPD

Results
**Energy above the lowest of the compared OMol25 structures with the same formula, charge and spin**: 387.2 kJ/mol
**SMILES**: CN/C=C\C[N+]#CCl
**HOMO**: -0.451 hartree
**E_tot**: -20806.679 eV

```
! RIJCOSX wB97M-V def2-TZVPD def2/J DEFGRID3
* xyz 1 1
C -0.851 1.847 0.109
N -0.050 0.788 -0.258
C 0.128 -0.228 0.569
C 0.699 -1.377 0.423
C 1.569 -1.863 -0.609
N 2.889 -1.235 -0.482
C 3.499 -0.339 -0.040
Cl 4.312 0.871 0.407
H -0.436 2.736 -0.412
H -1.928 1.697 -0.067
H -0.639 2.123 1.195
H 0.093 0.651 -1.308
H -0.326 -0.060 1.485
H 0.865 -1.860 1.326
H 2.029 -2.915 -0.872
H 1.159 -1.494 -1.572
*
```